(1)
A 7-piece molecular cluster, C31H73N3O4 overall at a distorted geometry. Source: the Open Molecules 2025 dataset; level of theory: ωB97M-V/def2-TZVPD.

Each line ends with the Mulliken charge.
Atoms and positions in Å:
1 C -3.0749 6.7031 -2.7765  -1.114
2 C -2.2509 5.6516 -1.9841  -0.806
3 N -1.7344 6.2160 -0.7464  0.308
4 C -0.7484 7.3288 -0.9570  -0.600
5 C 0.5143 6.7933 -1.5248  -1.224
6 C -2.7037 6.6371 0.2610  -0.515
7 C -3.6066 5.4885 0.6378  -1.178
8 H -3.9102 7.1439 -2.2324  0.273
9 H -3.4539 6.3459 -3.7341  0.419
10 H -2.4586 7.5869 -2.9407  0.261
11 H -2.8945 4.7800 -1.8650  0.342
12 H -1.4514 5.2860 -2.6285  0.388
13 H -1.1990 8.1364 -1.5339  0.345
14 H -0.5081 7.7561 0.0166  0.483
15 H 1.2662 7.5708 -1.3900  0.435
16 H 0.8204 5.8747 -1.0244  0.221
17 H 0.3543 6.7264 -2.6009  0.278
18 H -3.2945 7.5129 -0.0075  0.406
19 H -2.1603 6.9124 1.1649  0.380
20 H -2.9931 4.6468 0.9589  0.243
21 H -4.1345 5.1276 -0.2449  0.256
22 H -4.2765 5.9290 1.3761  0.411
23 C 5.9361 1.4786 -1.7286  -1.047
24 C 6.2022 1.8308 -0.2371  -0.717
25 N 7.0271 0.8607 0.4594  0.019
26 C 8.3775 0.7260 -0.1201  -0.421
27 C 9.1733 2.0185 -0.2249  -1.372
28 C 6.3933 -0.4731 0.6027  -0.457
29 C 5.1341 -0.5072 1.5098  -1.287
30 H 5.2284 0.6543 -1.8171  0.295
31 H 6.7988 1.1305 -2.2966  0.278
32 H 5.4217 2.3420 -2.1506  0.399
33 H 6.6681 2.8151 -0.2843  0.349
34 H 5.2639 2.0376 0.2776  0.379
35 H 8.9996 0.1591 0.5724  0.414
36 H 8.3609 0.1448 -1.0421  0.387
37 H 10.2382 1.7998 -0.3038  0.413
38 H 8.8737 2.6286 -1.0770  0.273
39 H 8.9782 2.6222 0.6614  0.351
40 H 7.1252 -1.1730 1.0058  0.442
41 H 6.0709 -0.7847 -0.3908  0.294
42 H 4.8152 -1.5411 1.6414  0.408
43 H 4.2714 -0.0020 1.0755  0.289
44 H 5.3938 -0.1532 2.5075  0.315
45 C -0.7771 -9.0870 4.7462  -1.413
46 C -1.8478 -8.3709 5.5842  -0.312
47 N -2.4951 -7.3007 4.8189  -0.149
48 C -3.4391 -6.6615 5.7443  -0.378
49 C -4.6850 -7.4869 6.0711  -1.366
50 C -1.4537 -6.3322 4.3446  -0.378
51 C -2.1027 -5.2819 3.4111  -1.285
52 H -0.3641 -9.9634 5.2457  0.391
53 H 0.0645 -8.4101 4.5996  0.335
54 H -1.0540 -9.3163 3.7171  0.374
55 H -2.5556 -9.1622 5.8309  0.318
56 H -1.4484 -7.9684 6.5151  0.372
57 H -2.8996 -6.5022 6.6779  0.346
58 H -3.6869 -5.6587 5.3964  0.349
59 H -5.3176 -6.8968 6.7342  0.432
60 H -5.2888 -7.6489 5.1782  0.311
61 H -4.4524 -8.3202 6.7342  0.344
62 H -0.6636 -6.8107 3.7659  0.283
63 H -0.9914 -5.9725 5.2638  0.396
64 H -1.2946 -4.8164 2.8469  0.410
65 H -2.7047 -4.5518 3.9520  0.290
66 H -2.7759 -5.7570 2.6975  0.330
67 C 2.1686 -3.9990 -7.2528  -0.529
68 C 1.5420 -4.6134 -5.9630  -0.598
69 C 1.7258 -3.4186 -4.9724  -0.378
70 O 1.6270 -2.2745 -5.7437  -0.379
71 C 1.6138 -2.5450 -7.1647  -0.394
72 H 1.8554 -4.5411 -8.1451  0.332
73 H 3.2583 -3.9868 -7.2768  0.273
74 H 2.0756 -5.4898 -5.5953  0.324
75 H 0.5268 -4.9446 -6.1817  0.281
76 H 2.7431 -3.5377 -4.5995  0.269
77 H 0.9714 -3.3851 -4.1863  0.278
78 H 2.2477 -1.8485 -7.7134  0.258
79 H 0.5714 -2.4138 -7.4552  0.262
80 C -0.7664 1.7094 6.8412  -0.569
81 C -1.1782 0.4504 6.1180  -0.506
82 C -1.1842 -0.6016 7.1547  -0.329
83 O -1.4553 0.1747 8.3381  -0.436
84 C -1.5319 1.5795 8.1598  -0.382
85 H -1.1547 2.5546 6.2730  0.299
86 H 0.3143 1.7235 6.9830  0.299
87 H -0.4230 0.1858 5.3780  0.284
88 H -2.1410 0.5898 5.6264  0.299
89 H -0.1929 -1.0238 7.3200  0.273
90 H -1.9233 -1.3806 6.9673  0.213
91 H -1.1316 2.2173 8.9480  0.288
92 H -2.5717 1.8550 7.9841  0.267
93 C -3.8259 1.4310 -6.5493  -0.264
94 C -3.9666 2.3850 -7.6897  -0.533
95 C -5.4560 2.6993 -7.7347  -0.444
96 O -5.9034 2.5122 -6.3738  -0.410
97 C -5.2011 1.3120 -5.8957  -0.478
98 H -3.1018 1.8496 -5.8503  0.180
99 H -3.4984 0.4494 -6.8919  0.270
100 H -3.6704 2.0704 -8.6904  0.311
101 H -3.4315 3.3055 -7.4566  0.224
102 H -6.0202 1.9967 -8.3480  0.263
103 H -5.8219 3.6635 -8.0875  0.325
104 H -5.7739 0.4051 -6.0898  0.288
105 H -5.0928 1.3049 -4.8111  0.269
106 C -0.1841 1.2271 -0.9010  -0.486
107 O -0.3480 1.8749 0.3328  -0.486
108 H -0.9781 1.4988 -1.5965  0.215
109 H 0.7838 1.5487 -1.2857  0.236
110 H -0.1887 0.1432 -0.7858  0.228
111 H -0.5276 2.7944 0.1232  0.280

Cartesian forces (eV/Å) of the 2 atoms listed first:
0.3 0.3 0.0
-1.1 1.1 -0.8

Results
Highest occupied orbital energy (eV): -8.174
Frontier orbital gap (Ha): 0.31457
SMILES: CCN(CC)CC.CCN(CC)CC.CCN(CC)CC.C1CCOC1.C1CCOC1.C1CCOC1.CO
Lowest unoccupied orbital energy (eV): 0.39
Energy above the lowest of the compared OMol25 structures with the same formula, charge and spin (kJ/mol): 81.2

=====

(2)
C31H74Br6O37S11 as an isolated structure at a distorted geometry. Source: the Open Molecules 2025 dataset; level of theory: ωB97M-V/def2-TZVPD.

Each line ends with the Mulliken charge.
Atoms and positions in Å:
1 O 7.5855 3.6060 -1.1670  -0.563
2 S 8.3464 2.4779 -0.7426  1.124
3 O 9.6309 2.6334 -0.1425  -0.601
4 O 7.3747 1.5345 0.1521  -0.394
5 C 5.9938 1.5327 -0.1457  0.215
6 C 5.5818 0.0764 -0.1809  -0.783
7 C 8.6628 1.4595 -2.2821  -0.778
8 H 5.8307 1.8519 -1.1751  0.215
9 H 5.4164 2.1482 0.5442  0.056
10 H 5.3105 -0.1912 0.8403  0.289
11 H 6.3865 -0.6137 -0.4346  0.444
12 H 4.7114 -0.1173 -0.8078  -0.083
13 H 9.3544 1.9391 -2.9748  0.359
14 H 7.6705 1.2819 -2.6966  0.198
15 H 9.1423 0.5567 -1.9037  0.326
16 O 0.9772 -5.9151 0.6073  -0.571
17 S 0.0963 -5.7562 -0.5374  1.136
18 O 0.5583 -5.5535 -1.9184  -0.575
19 O -1.1179 -6.9341 -0.5811  -0.308
20 C -1.4423 -7.5717 0.6653  0.317
21 C -1.4960 -9.0820 0.5206  -1.389
22 C -1.0464 -4.2695 -0.1728  0.245
23 H -2.3207 -7.2045 1.1959  0.003
24 H -0.8335 -7.2854 1.5230  0.341
25 H -0.6753 -9.3800 -0.1319  0.367
26 H -2.3790 -9.6199 0.1758  0.287
27 H -1.2195 -9.4933 1.4914  0.349
28 H -0.3384 -3.4424 -0.1210  -0.183
29 H -1.6079 -4.5247 0.7259  -0.277
30 H -1.6858 -4.1400 -1.0460  0.335
31 O 0.9008 -2.3899 4.5416  -0.473
32 S 2.1069 -1.9009 3.9567  1.186
33 O 2.1417 -0.7772 3.0524  -0.492
34 O 3.2872 -1.5526 5.1264  -0.233
35 C 3.5915 -2.4301 6.1822  -0.064
36 C 5.0606 -2.4417 6.6113  -1.281
37 C 2.9644 -3.3564 3.0332  -1.054
38 H 3.3669 -3.4469 5.8601  0.292
39 H 2.9323 -2.0786 6.9760  0.242
40 H 5.2717 -1.4056 6.8758  0.314
41 H 5.7451 -2.8190 5.8516  0.297
42 H 5.2625 -3.0093 7.5198  0.374
43 H 2.6857 -4.2569 3.5805  0.399
44 H 4.0469 -3.2308 3.0537  0.347
45 H 2.5617 -3.4642 2.0261  0.277
46 O -6.1326 -3.3741 -0.8430  -0.649
47 S -5.5009 -3.8682 0.3690  1.076
48 O -4.4487 -3.0273 0.9208  -0.440
49 O -6.5677 -4.1922 1.6064  -0.435
50 C -6.0601 -4.4481 2.8862  0.495
51 C -7.2570 -4.4188 3.8462  -1.459
52 C -4.9420 -5.5246 0.0437  -0.659
53 H -5.3653 -3.6157 2.9981  0.036
54 H -5.5405 -5.4062 2.8867  0.141
55 H -6.8733 -4.6511 4.8397  0.347
56 H -8.0548 -5.1443 3.6876  0.373
57 H -7.5611 -3.3732 3.7959  0.375
58 H -5.6767 -6.0556 -0.5616  0.460
59 H -4.7258 -5.9702 1.0146  0.110
60 H -4.0727 -5.4304 -0.6071  0.217
61 O 0.9701 4.8104 -5.5431  -0.624
62 S 0.5780 3.5055 -6.0523  1.161
63 O -0.8162 3.1057 -5.8761  -0.533
64 O 1.0875 3.3398 -7.6452  -0.317
65 C 1.2328 4.5719 -8.4009  -0.277
66 C -0.1568 5.0815 -8.9146  -0.993
67 C 1.6046 2.2369 -5.3905  -0.421
68 H 1.8306 4.1493 -9.2084  0.344
69 H 1.7841 5.3584 -7.8855  0.270
70 H -0.0039 5.6570 -9.8276  0.364
71 H -0.4991 5.7648 -8.1374  0.292
72 H -0.9608 4.3585 -9.0519  0.275
73 H 2.6231 2.6078 -5.5054  0.267
74 H 1.4853 1.4441 -6.1289  0.691
75 H 1.3153 2.0981 -4.3488  -0.402
76 O -0.1699 1.5108 -1.9103  -0.450
77 S -0.2065 1.7215 -0.4508  0.497
78 O -0.3171 3.0582 0.0831  -0.233
79 O -1.5031 0.8085 0.0719  0.315
80 C -1.9391 0.8561 1.4080  -0.046
81 C -1.9270 -0.5576 1.8753  -0.217
82 C 1.1274 0.6673 0.3148  -0.299
83 H -2.8433 1.4081 1.6649  0.207
84 H -1.2014 1.3032 2.0743  0.055
85 H -2.8031 -0.9884 1.3908  0.321
86 H -1.9476 -0.6804 2.9582  -0.374
87 H -1.1719 -1.2441 1.4924  -0.009
88 H 1.3046 0.9398 1.3552  0.264
89 H 1.9342 0.4954 -0.3977  -0.040
90 H 0.6653 -0.3163 0.2305  -0.038
91 O 3.3090 2.2153 -2.8752  -0.608
92 S 2.8286 3.4829 -2.3046  1.070
93 O 1.5023 4.0220 -2.5449  -0.320
94 O 2.9923 3.3625 -0.6516  -0.135
95 C 2.7405 4.5213 0.1445  -0.484
96 C 2.3284 4.1692 1.5889  -0.850
97 C 3.9659 4.9684 -2.4998  -1.209
98 H 2.0692 5.2571 -0.2982  0.451
99 H 3.6868 5.0406 0.2960  0.357
100 H 1.2497 4.0906 1.7245  0.013
101 H 2.8098 4.8787 2.2619  0.486
102 H 2.6197 3.1437 1.8164  0.013
103 H 3.9152 5.1808 -3.5677  0.454
104 H 5.0028 4.6999 -2.2977  0.293
105 H 3.6392 5.8764 -1.9930  0.415
106 C -3.0525 0.2004 -3.8230  0.948
107 Br -3.9319 -1.2165 -2.7374  -0.035
108 Br -4.3023 1.4314 -4.6374  -0.044
109 Br -1.9672 -0.6508 -5.2789  -0.074
110 H -2.3758 0.8649 -3.2858  -0.870
111 C -0.1869 0.5507 5.3115  0.520
112 Br -0.1080 -0.2561 7.1089  -0.110
113 Br 1.3086 1.7115 4.6548  -0.065
114 Br -1.8114 1.6792 5.3579  -0.081
115 H -0.3319 -0.2074 4.5418  -0.442
116 C 1.6130 -0.8277 -3.8879  0.441
117 C 1.6549 -2.3463 -4.2091  -0.465
118 O 1.5765 -2.8629 -2.9377  -0.269
119 S 2.7956 -2.2077 -2.0273  0.830
120 O 4.0987 -2.5150 -2.5446  -0.624
121 O 2.5210 -2.3439 -0.6060  -0.216
122 O 2.3523 -0.6932 -2.6364  -0.210
123 H 0.6413 -0.4458 -3.5747  -0.104
124 H 2.0155 -0.0502 -4.5371  -0.107
125 H 2.6093 -2.5960 -4.6725  0.389
126 H 0.9015 -2.6766 -4.9243  0.401
127 C -2.6390 4.0016 -1.7970  0.895
128 C -1.3651 4.4927 -2.5419  0.736
129 O -1.8213 5.3912 -3.5603  -0.206
130 S -3.1911 6.1050 -2.9650  1.043
131 O -4.1581 6.3763 -4.0420  -0.600
132 O -2.7623 7.2419 -2.1714  -0.633
133 O -3.6263 4.9675 -1.9559  -0.256
134 H -2.3723 3.9685 -0.7406  -0.418
135 H -2.9959 3.0030 -2.0491  -0.079
136 H -0.7939 3.6606 -2.9534  -0.534
137 H -0.6669 5.0372 -1.9062  0.111
138 C -3.7654 -4.0383 5.8649  -0.461
139 C -3.2845 -2.7281 5.1904  -0.142
140 O -2.9226 -3.0904 3.9076  0.084
141 S -2.5167 -4.6877 3.8530  0.621
142 O -1.1379 -4.9047 4.3557  -0.555
143 O -2.8475 -5.3028 2.5337  -0.295
144 O -3.6669 -5.0221 4.9125  -0.271
145 H -4.7967 -3.9289 6.2005  0.228
146 H -3.1964 -4.3746 6.7316  0.315
147 H -2.4270 -2.3398 5.7400  0.015
148 H -4.0418 -1.9503 5.0928  0.360
149 C -4.8980 6.2397 1.6308  -0.350
150 C -5.1363 4.8505 1.0897  -0.173
151 O -3.9795 4.0771 1.4380  -0.271
152 S -2.8469 4.9568 2.2020  1.061
153 O -1.8834 5.4967 1.2550  -0.451
154 O -2.2373 4.2424 3.3288  -0.495
155 O -3.9853 6.0510 2.6352  -0.366
156 H -5.7205 6.7807 2.0987  0.272
157 H -4.3726 6.8832 0.9251  0.299
158 H -5.3432 4.7424 0.0249  0.184
159 H -5.9719 4.3350 1.5631  0.307

Cartesian forces (eV/Å) of the 2 atoms listed first:
-0.4 0.6 0.2
0.5 -1.1 -2.2

Results
Highest occupied orbital energy (eV): -9.957
Frontier orbital gap (Ha): 0.35075
Lowest unoccupied orbital energy (eV): -0.41

=====

(3)
C31H74BrF9O7SSi2 as an isolated structure at a distorted geometry. Source: the Open Molecules 2025 dataset; level of theory: ωB97M-V/def2-TZVPD.

Each line ends with the Mulliken charge.
Atoms and positions in Å:
1 C 4.0887 1.5039 1.8895  -0.926
2 C 2.6918 0.7699 1.6173  0.020
3 Br 1.8139 1.5346 -0.0036  -0.209
4 C 2.8963 -0.8368 1.5200  -0.484
5 Si 1.9616 -1.6511 0.0606  0.395
6 O 0.2396 -1.4045 0.3412  -0.225
7 Si -0.2508 -2.6870 1.3961  0.584
8 C -1.1177 -2.0297 3.0069  -0.725
9 C -0.6888 -0.5261 3.3443  -0.093
10 C -1.9351 0.4319 3.6951  0.491
11 F -2.8163 -0.4081 4.4497  -0.324
12 F -1.5620 1.4508 4.5786  -0.277
13 C -2.7755 0.8971 2.4327  0.806
14 F -2.9392 -0.1089 1.4605  -0.236
15 F -4.0914 1.1533 2.8959  -0.276
16 S -2.2034 2.4483 1.5594  1.223
17 F -0.6300 2.2815 2.0229  -0.281
18 F -2.5983 3.4491 2.8114  -0.300
19 F -3.7749 2.6676 0.9864  -0.323
20 F -1.9269 1.5609 0.1681  -0.307
21 F -1.7472 3.7917 0.7007  -0.290
22 H 4.6154 1.5904 0.8781  0.325
23 H 4.6817 0.8416 2.5975  0.129
24 H 3.8954 2.5256 2.3582  0.330
25 H 2.0084 1.0327 2.4957  0.221
26 H 4.0089 -1.0552 1.4772  0.468
27 H 2.4745 -1.2578 2.4939  0.228
28 H 2.2559 -1.0868 -1.2528  -0.232
29 H 2.2138 -3.0899 0.0150  -0.162
30 H -1.2624 -3.4715 0.6515  -0.249
31 H 0.8202 -3.6385 1.7224  -0.177
32 H -0.6949 -2.6904 3.8436  0.373
33 H -2.2235 -2.1872 2.8310  0.402
34 H -0.0522 -0.5525 4.2983  0.503
35 H -0.0191 -0.0986 2.5374  -0.406
36 C -5.8370 6.5806 -2.7294  -1.060
37 C -7.0288 5.6371 -2.7371  -0.185
38 O -6.6648 4.2650 -2.7732  -0.459
39 C -5.8795 3.7942 -1.6862  -0.333
40 C -6.5575 3.9484 -0.3359  -0.518
41 H -5.2075 6.4074 -3.6069  0.329
42 H -6.1742 7.6201 -2.7377  0.395
43 H -5.2118 6.4411 -1.8460  0.221
44 H -7.6196 5.8259 -3.6363  0.338
45 H -7.6901 5.8312 -1.8868  0.196
46 H -4.8977 4.2794 -1.6915  0.277
47 H -5.6999 2.7328 -1.8725  0.320
48 H -6.7561 4.9946 -0.0945  -0.060
49 H -5.9271 3.5358 0.4542  0.241
50 H -7.5166 3.4233 -0.3282  0.308
51 C 6.8264 -0.3537 6.5173  -1.108
52 C 7.0295 -0.3513 5.0113  -0.268
53 O 6.8638 0.9289 4.4176  -0.361
54 C 7.7424 1.9513 4.8676  -0.357
55 C 9.2098 1.6379 4.6324  -1.047
56 H 5.8309 0.0231 6.7690  0.298
57 H 6.9297 -1.3670 6.9130  0.392
58 H 7.5540 0.2785 7.0283  0.263
59 H 6.2813 -1.0034 4.5546  0.314
60 H 8.0059 -0.7682 4.7456  0.299
61 H 7.5515 2.1759 5.9223  0.303
62 H 7.4793 2.8520 4.3078  0.323
63 H 9.5303 0.7466 5.1751  0.267
64 H 9.8334 2.4728 4.9604  0.382
65 H 9.3960 1.4586 3.5702  0.293
66 C -9.7152 7.3847 3.6605  -1.016
67 C -10.3429 7.4375 2.2775  -0.299
68 O -10.0384 8.6253 1.5602  -0.429
69 C -8.6628 8.8710 1.3053  -0.600
70 C -7.9922 7.7797 0.4891  -0.771
71 H -10.0321 8.2451 4.2568  0.288
72 H -10.0120 6.4692 4.1779  0.380
73 H -8.6251 7.4022 3.6150  0.258
74 H -11.4296 7.4101 2.3832  0.327
75 H -10.0678 6.5578 1.6871  0.271
76 H -8.1293 9.0432 2.2462  0.334
77 H -8.6152 9.8094 0.7478  0.358
78 H -8.0059 6.8169 1.0038  0.189
79 H -6.9494 8.0396 0.2909  0.439
80 H -8.5072 7.6467 -0.4662  0.266
81 C 5.5205 -5.0691 -4.3125  -0.759
82 C 4.2739 -5.3544 -3.4920  -0.508
83 O 3.6336 -4.1825 -3.0072  -0.324
84 C 3.1774 -3.2618 -3.9902  -0.071
85 C 2.1592 -3.8544 -4.9489  -1.153
86 H 6.2411 -4.4932 -3.7246  0.269
87 H 5.9906 -6.0039 -4.6280  0.428
88 H 5.2955 -4.4911 -5.2097  0.104
89 H 4.5566 -5.9389 -2.6134  0.310
90 H 3.5641 -5.9683 -4.0556  0.296
91 H 4.0285 -2.8356 -4.5323  0.201
92 H 2.7119 -2.4354 -3.4476  0.220
93 H 2.5735 -4.6844 -5.5245  0.266
94 H 1.8156 -3.0947 -5.6550  0.398
95 H 1.2951 -4.2371 -4.3991  0.319
96 C 6.3759 -2.7557 -9.3041  -1.099
97 C 6.3331 -2.2145 -7.8847  -0.303
98 O 6.9222 -3.0834 -6.9273  -0.333
99 C 8.2956 -3.3932 -7.1175  -0.350
100 C 9.2017 -2.1744 -7.0959  -1.082
101 H 5.8757 -3.7269 -9.3577  0.289
102 H 5.8782 -2.0651 -9.9892  0.397
103 H 7.3988 -2.8948 -9.6573  0.266
104 H 5.2894 -2.0889 -7.5876  0.307
105 H 6.7917 -1.2224 -7.8282  0.312
106 H 8.4289 -3.9670 -8.0408  0.313
107 H 8.5779 -4.0580 -6.2976  0.321
108 H 8.9673 -1.4755 -7.9010  0.264
109 H 10.2460 -2.4758 -7.2068  0.391
110 H 9.0920 -1.6343 -6.1518  0.298
111 C -4.5863 -5.5695 0.7803  -0.895
112 C -3.5261 -6.6404 0.9767  -0.363
113 O -2.7649 -6.4750 2.1648  -0.426
114 C -3.4886 -6.5040 3.3872  -0.259
115 C -4.2329 -7.8071 3.6216  -1.113
116 H -4.1280 -4.5763 0.7676  0.154
117 H -5.1140 -5.7257 -0.1637  0.394
118 H -5.3277 -5.5773 1.5808  0.266
119 H -2.8183 -6.5907 0.1463  0.350
120 H -3.9678 -7.6414 0.9464  0.324
121 H -4.1676 -5.6466 3.4444  0.291
122 H -2.7531 -6.3690 4.1839  0.339
123 H -4.9880 -7.9909 2.8550  0.268
124 H -4.7368 -7.7873 4.5909  0.391
125 H -3.5385 -8.6513 3.6056  0.294

Cartesian forces (eV/Å) of the 2 atoms listed first:
-0.8 -0.4 -0.5
0.9 -0.3 1.4

Results
Highest occupied orbital energy (eV): -9.439
Frontier orbital gap (Ha): 0.31701
Lowest unoccupied orbital energy (eV): -0.81